Density functional theory data (ωB97M-V with the def2-TZVPD basis set) for 5 unconnected molecules or ions with the total composition C31H57F2N2O4Si in a non-equilibrium geometry.

The molecular weight comes out at 587.89 g mol⁻¹. Its frontier orbital gap is 0.2696 Ha. The value obtained for the lowest unoccupied orbital energy is -3.1 eV. The total energy is -2114.38088 hartree. The total charge is +1. As for the spin multiplicity: 1.

XYZ file:
```
97
Properties=species:S:1:pos:R:3:forces:R:3
Si -1.981 3.080 1.966 1.26 -0.44 -0.29
F -6.319 4.498 -0.991 2.99 -2.71 0.68
F -4.505 3.296 -1.968 -1.86 0.45 3.54
O 6.757 -3.006 0.840 0.22 0.19 -0.16
O 2.205 -4.692 -6.294 0.04 -0.21 -0.44
O -1.781 5.092 6.098 -0.14 -0.08 0.32
O 2.683 -2.915 -2.422 0.21 -0.10 0.21
N -7.057 1.821 -1.074 1.25 -1.51 0.53
N -5.623 -0.117 0.945 -0.52 0.07 0.37
C -0.854 1.625 1.279 2.33 -2.81 -1.78
C -2.326 4.074 6.949 -0.16 -0.10 -0.37
C -5.921 2.183 -0.094 0.01 0.09 -1.58
C -5.188 3.547 -0.674 -0.83 1.27 -0.11
C 4.270 -4.285 -3.521 0.47 0.17 -0.38
C -2.139 4.547 8.374 0.28 -0.47 0.42
C 1.869 -5.803 -8.358 -0.51 -0.02 -0.41
C -2.215 6.044 8.222 -0.38 0.50 0.18
C -7.144 -0.171 0.690 -2.42 0.86 -0.19
C 0.113 -1.040 1.119 -0.28 4.01 -1.37
C 3.379 -3.686 -1.433 0.03 0.37 0.27
C -3.346 2.227 3.023 -0.77 -0.85 1.45
C 1.070 -0.567 -0.155 -2.08 2.12 1.59
C 7.312 -1.891 1.551 -0.40 0.04 0.22
C -7.577 0.409 -0.782 0.12 -1.13 -0.14
C -0.877 0.089 1.854 2.82 0.94 -3.83
C 7.428 -3.121 -0.422 -0.09 -0.43 0.07
C -1.533 6.263 6.889 0.36 0.22 -0.24
C -4.260 4.331 0.443 0.05 1.22 -1.46
C 8.568 -1.481 0.813 0.53 0.06 0.39
C 3.219 -4.260 -7.212 -0.03 0.42 0.15
C 8.234 -1.854 -0.608 -0.08 0.29 -0.59
C 0.133 2.072 0.005 0.49 -4.11 0.75
C 4.008 -4.858 -2.153 -0.11 -0.58 0.29
C -4.947 0.865 -0.033 1.55 0.76 -0.21
C 1.469 -5.764 -6.899 -0.12 -0.17 0.38
C 3.072 -3.383 -3.721 -0.63 -0.04 -0.29
C -0.963 4.336 3.033 -0.31 1.06 0.72
C 1.117 0.986 -0.741 -3.32 -0.78 3.88
C 3.288 -5.299 -8.309 0.61 -0.22 -0.13
C -2.661 3.976 0.370 0.37 0.30 -0.69
H 7.509 -2.176 2.589 -0.11 -0.06 -0.11
H -2.883 4.136 9.061 0.10 0.02 -0.10
H 4.141 -3.041 -0.982 0.05 -0.09 0.13
H 2.680 -3.999 -0.652 -0.01 0.09 -0.06
H 8.814 -0.425 0.944 -0.04 -0.13 0.01
H 7.608 -1.075 -1.058 0.08 -0.09 -0.01
H -5.204 -1.072 0.897 -0.27 0.95 -0.11
H 2.226 -3.935 -4.145 0.25 0.13 -0.03
H -0.449 6.362 7.009 -0.03 0.09 0.03
H 3.643 -4.893 -9.260 -0.02 -0.03 0.14
H 2.916 -3.285 -7.609 0.10 0.02 -0.03
H -4.360 5.491 0.180 -0.04 -2.67 0.48
H 6.568 -1.087 1.544 0.05 0.06 0.08
H -0.316 3.840 3.879 -1.29 0.98 -1.73
H -7.567 -1.261 0.793 1.04 2.23 0.02
H 1.248 -5.106 -8.933 0.03 -0.12 0.05
H -1.825 3.122 6.753 0.02 0.09 -0.09
H -7.634 0.564 1.492 1.04 -1.93 -1.67
H -1.585 -0.230 2.739 1.67 0.78 -1.94
H 9.112 -1.996 -1.243 -0.12 -0.01 0.06
H -0.297 5.042 2.372 -1.18 -1.48 1.23
H -1.144 4.260 8.735 -0.14 -0.02 -0.02
H -4.755 4.200 1.495 0.96 0.03 -2.08
H 1.729 -1.381 -0.679 -1.41 1.73 1.06
H 4.905 -5.234 -1.654 -0.12 0.06 0.00
H -8.746 0.416 -0.824 2.24 -0.12 0.21
H -1.741 6.594 9.039 -0.06 -0.06 -0.13
H -6.640 1.728 -2.048 -0.49 0.65 1.71
H 0.112 3.188 -0.388 0.03 -2.57 0.98
H 4.368 -5.042 -4.304 -0.07 0.11 0.07
H 1.773 1.331 -1.658 -1.44 -1.03 2.16
H 0.085 -2.170 1.502 0.24 2.82 -1.07
H -1.909 7.147 6.366 0.06 -0.15 -0.05
H -3.388 3.967 6.703 -0.05 -0.09 0.06
H -6.356 2.491 0.974 0.99 -0.77 -2.38
H -3.571 1.151 2.596 0.34 2.02 0.83
H 5.189 -3.688 -3.504 -0.04 -0.07 -0.04
H -7.192 -0.371 -1.599 -0.88 1.64 1.71
H -2.933 2.061 4.130 -0.88 0.33 -2.36
H 6.692 -3.270 -1.218 -0.03 -0.04 0.12
H 4.169 -4.142 -6.684 -0.12 0.02 0.06
H 8.077 -4.002 -0.377 0.01 0.00 -0.11
H 3.961 -6.113 -8.011 -0.03 0.11 -0.06
H -3.870 1.057 0.382 -1.98 -0.24 -0.73
H 1.747 -6.691 -6.386 -0.08 -0.06 -0.04
H 0.397 -5.597 -6.762 0.13 0.05 0.09
H -1.766 5.034 3.570 1.79 -1.40 -0.97
H 3.288 -5.681 -2.227 0.10 0.06 0.04
H 9.419 -2.078 1.164 -0.08 0.11 -0.01
H 3.292 -2.530 -4.369 -0.09 0.01 0.10
H -3.264 6.357 8.161 0.12 0.02 0.03
H 1.769 -6.797 -8.801 -0.01 0.12 0.08
H -4.341 2.833 3.142 1.78 -1.14 -0.24
H -4.803 0.322 -1.085 -0.63 1.34 2.36
H -5.517 0.212 1.952 0.23 -0.38 -1.58
H -2.006 4.969 0.279 -1.68 -2.00 0.12
H -2.352 3.329 -0.583 -1.00 1.40 2.02
```
Forces are in eV/Å.

Mulliken population analysis, charges in e, atoms 1 to 6:
1. Si -0.272
2. F -0.334
3. F -0.317
4. O -0.398
5. O -0.282
6. O -0.301